Version a
# BF4H20O10

A cluster of 11 separate species, BF4H20O10 in total (ωB97M-V/def2-TZVPD, the OMol25 dataset).

The geometry in XYZ format:
```
35
Properties=species:S:1:pos:R:3
F -0.01 -1.06 -1.10
F -1.28 0.81 -0.76
F -0.05 -0.02 0.88
F 1.02 0.98 -0.70
O -2.71 2.79 2.08
O 3.83 -0.20 0.90
O 1.39 3.07 0.69
O 0.92 -3.30 -0.33
O -3.45 -0.86 -2.87
O 0.96 -2.13 2.14
O -0.19 -0.90 -3.76
O 2.38 1.29 -2.99
O -0.50 0.48 3.91
O -2.58 -0.73 1.46
B -0.04 0.22 -0.51
H -3.33 -1.02 -1.94
H -2.27 -0.71 2.37
H -1.80 -0.52 0.95
H 0.20 0.70 4.53
H 2.28 3.24 0.36
H 3.23 -0.02 0.17
H 2.33 1.63 -2.10
H -3.95 -1.62 -3.18
H 0.59 -1.26 2.00
H -0.42 1.14 3.22
H -2.31 2.08 1.58
H -0.62 -0.59 -2.96
H 3.64 -1.11 1.13
H 0.73 -3.88 -1.06
H 2.32 2.06 -3.55
H 0.60 -2.44 -0.61
H 0.46 -0.22 -3.95
H 0.99 -2.52 1.27
H -3.49 2.39 2.46
H 1.13 2.25 0.27
```

## Properties
Gap between HOMO and LUMO in eV: 10.082
Charge: -1

Version b
# BF4H20O10

A cluster of 11 separate species, BF4H20O10 in total (ωB97M-V/def2-TZVPD, the OMol25 dataset).

The geometry in XYZ format:
```
35
Properties=species:S:1:pos:R:3
F 8.07 -27.23 1.43
F 9.66 -26.54 0.02
F 7.69 -25.43 0.16
F 7.76 -27.52 -0.78
O 5.40 -25.67 2.45
O 10.79 -24.92 1.99
O 6.69 -27.04 4.51
O 9.08 -26.05 -3.23
O 5.41 -28.22 1.21
O 5.66 -27.30 -2.24
O 9.42 -23.73 -1.80
O 11.52 -25.43 -1.23
O 8.18 -24.68 3.24
O 6.24 -23.48 -1.19
B 8.32 -26.68 0.21
H 11.23 -24.28 1.42
H 5.27 -25.41 1.55
H 5.00 -27.01 -1.62
H 6.78 -22.69 -1.25
H 9.06 -24.58 2.90
H 10.86 -24.95 -1.74
H 6.37 -28.27 1.24
H 10.98 -26.07 -0.72
H 7.24 -26.92 3.74
H 10.52 -25.58 1.36
H 7.59 -25.22 2.62
H 5.13 -28.78 1.91
H 8.38 -26.03 -3.87
H 5.91 -27.47 4.15
H 8.92 -23.67 -0.96
H 6.45 -27.52 -1.70
H 8.92 -26.89 -2.72
H 9.19 -24.57 -2.22
H 6.75 -24.05 -0.62
H 5.34 -26.63 2.37
```

## Properties
Gap between HOMO and LUMO in eV: 10.045
Charge: -1

version b is the most stable structure; the next one sits 13.2 kcal/mol above it.

Version a
# CH6S4

A cluster of 2 separate species, CH6S4 in total (ωB97M-V/def2-TZVPD, the OMol25 dataset).

The geometry in XYZ format:
```
11
Properties=species:S:1:pos:R:3
S -0.70 -2.56 1.92
S -1.94 -1.51 0.62
S 2.84 0.57 -1.56
S 1.37 2.03 -1.25
C -1.24 0.18 0.47
H 0.11 -1.68 2.61
H -1.87 0.77 1.16
H -1.05 0.65 -0.50
H 0.77 1.80 -2.40
H -0.31 0.17 1.05
H 2.03 -0.43 -2.12
```

## Properties
Gap between HOMO and LUMO in eV: 8.214
SMILES: CSS.SS

Version b
# CH6S4

A cluster of 2 separate species, CH6S4 in total (ωB97M-V/def2-TZVPD, the OMol25 dataset).

The geometry in XYZ format:
```
11
Properties=species:S:1:pos:R:3
S 1.74 1.06 0.59
S -3.84 -0.73 -0.75
S 3.42 1.04 -0.56
S -2.83 1.07 -0.68
C 1.34 -0.70 0.72
H 0.89 -1.05 -0.21
H -1.75 0.60 -0.07
H 2.23 -1.29 0.92
H -4.66 -0.52 0.29
H 2.88 1.30 -1.76
H 0.59 -0.77 1.50
```

## Properties
Gap between HOMO and LUMO in eV: 9.542
SMILES: CSS.SS

Version c
# CH6S4

A cluster of 2 separate species, CH6S4 in total (ωB97M-V/def2-TZVPD, the OMol25 dataset).

The geometry in XYZ format:
```
11
Properties=species:S:1:pos:R:3
S 1.08 2.69 0.38
S 0.15 2.64 2.23
S -0.14 -3.21 -0.16
S -1.96 -2.08 -0.34
C 0.97 0.92 -0.22
H 1.42 0.38 0.60
H 0.34 -2.58 -1.24
H -1.08 2.65 1.58
H 1.50 0.95 -1.20
H -0.03 0.52 -0.28
H -2.25 -2.88 -1.36
```

## Properties
Gap between HOMO and LUMO in eV: 8.758
SMILES: CSS.SS

version b is the most stable structure; the next one sits 10.6 kcal/mol above it.

Version a
# C22H30NO5P

The molecule C22H30NO5P (ωB97M-V/def2-TZVPD, the OMol25 dataset).

The geometry in XYZ format:
```
59
Properties=species:S:1:pos:R:3
P -0.24 -0.10 -0.80
O 5.70 1.68 0.04
O 0.19 -0.67 -2.07
O 4.79 1.32 -2.05
O -1.81 -0.15 -0.50
O 0.35 -0.84 0.51
N -0.64 2.10 0.71
C -2.90 2.25 1.51
C 1.59 -1.53 0.39
C -4.52 3.64 0.43
C -3.57 4.00 -0.51
C -3.16 -2.15 -0.86
C -2.01 -3.15 -0.89
C -4.18 2.77 1.45
C 3.79 1.54 -1.14
C -2.29 3.48 -0.45
C -4.35 -2.65 -1.67
C 6.00 1.41 -1.32
C 4.34 1.75 0.12
C -1.94 2.59 0.56
C -2.70 -0.79 -1.40
C 1.88 -2.25 1.71
C 2.17 2.01 1.01
C 3.55 2.00 1.21
C 3.30 -2.81 1.68
C 2.43 1.55 -1.35
C 0.13 1.70 -0.44
C 0.86 -3.35 1.96
C 1.61 1.79 -0.24
H -2.64 1.56 2.30
H -2.20 -0.93 -2.37
H 6.55 0.46 -1.40
H 1.54 -2.23 -0.44
H 6.62 2.23 -1.72
H 1.81 -1.51 2.51
H 1.04 -3.83 2.92
H -3.48 -1.99 0.18
H -0.14 -2.94 1.97
H 3.97 2.18 2.19
H 2.01 1.36 -2.32
H -0.17 2.28 -1.32
H -5.52 4.05 0.37
H -1.15 -2.74 -0.36
H -4.68 -3.61 -1.29
H -4.07 -2.77 -2.72
H -3.82 4.69 -1.31
H 0.92 -4.11 1.18
H -0.59 1.39 1.43
H -2.31 -4.08 -0.41
H -5.18 -1.95 -1.62
H -4.91 2.49 2.19
H -3.55 -0.12 -1.53
H 3.52 -3.32 2.62
H 1.52 2.22 1.85
H 3.41 -3.53 0.87
H -1.56 3.79 -1.18
H 2.39 -0.81 0.18
H -1.72 -3.35 -1.91
H 4.03 -2.02 1.54
```

## Properties
Gap between HOMO and LUMO in eV: 8.720
SMILES: CC(C)COP(=O)(OCC(C)C)[C@@H](Nc1ccccc1)c1ccc2c(c1)OCO2

Version b
# C22H30NO5P

The molecule C22H30NO5P (ωB97M-V/def2-TZVPD, the OMol25 dataset).

The geometry in XYZ format:
```
59
Properties=species:S:1:pos:R:3
P 0.13 -0.37 -0.61
O -0.67 -1.22 0.51
O 0.97 -1.19 -1.48
O 2.42 3.31 -3.70
O -1.00 0.38 -1.47
O 2.09 5.39 -2.75
N 2.32 0.24 0.78
C 3.07 -1.97 1.36
C -2.62 1.20 0.20
C -3.72 0.19 -0.09
C 1.52 -0.85 2.81
C 1.77 2.00 -1.71
C 1.14 3.38 0.18
C -1.71 -3.38 0.08
C 2.33 -3.04 3.38
C -3.19 2.51 0.74
C -0.48 -2.62 0.61
C 1.99 3.16 -2.41
C 1.07 0.88 0.41
C 3.10 -3.05 2.23
C 1.55 -1.93 3.67
C 1.33 2.12 -0.38
C 1.36 4.55 -0.54
C -1.80 -3.24 -1.43
C 2.48 4.70 -3.92
C 2.27 -0.86 1.63
C -1.63 -4.84 0.49
C -1.80 1.48 -1.06
C 1.79 4.42 -1.83
H -0.98 -3.78 -1.91
H 1.82 4.98 -4.75
H 1.91 1.03 -2.16
H 2.86 0.04 -0.05
H -4.44 0.61 -0.79
H 0.92 0.01 3.06
H 2.35 -3.89 4.05
H -0.72 -5.30 0.09
H 3.72 -3.90 1.99
H 0.96 -1.91 4.57
H 3.52 4.99 -4.18
H 0.80 3.45 1.21
H -1.60 -4.94 1.58
H -2.60 -2.92 0.54
H 3.66 -1.99 0.46
H -2.40 3.21 0.98
H -1.15 2.35 -0.90
H -4.25 -0.07 0.83
H 0.40 -2.91 0.04
H -3.30 -0.71 -0.51
H -2.49 -5.39 0.11
H -1.94 0.77 0.95
H 1.21 5.52 -0.09
H 0.51 1.12 1.32
H -2.46 1.68 -1.90
H -0.32 -2.84 1.66
H -2.74 -3.64 -1.80
H -1.72 -2.19 -1.73
H -3.85 2.97 0.00
H -3.77 2.32 1.64
```

## Properties
Gap between HOMO and LUMO in eV: 8.764
SMILES: CC(C)COP(=O)(OCC(C)C)[C@@H](Nc1ccccc1)c1ccc2c(c1)OCO2

version a is the most stable structure; the next one sits 2.1 kcal/mol above it.

Version a
# C6H8N4

The molecule C6H8N4 (ωB97M-V/def2-TZVPD, the OMol25 dataset).

The geometry in XYZ format:
```
18
Properties=species:S:1:pos:R:3
N 0.54 1.74 -0.43
N -3.20 -0.51 -0.61
N -0.25 -1.85 1.31
N -0.95 -0.87 1.37
C 1.43 0.51 -0.55
C 0.46 -1.89 -0.08
C 0.37 -0.66 -0.63
C -0.27 1.51 0.71
C -2.12 -0.07 -0.24
C -0.80 0.03 0.38
H 2.01 0.47 0.25
H 2.01 0.53 -1.42
H 0.84 2.71 -0.46
H 0.14 1.58 1.86
H -0.48 -2.21 -0.89
H -1.16 2.14 0.97
H 1.48 -2.60 0.06
H -0.05 -0.56 -1.61
```

## Properties
Gap between HOMO and LUMO in eV: 10.004
SMILES: N#C[C@]12CNC[C@H]1CN=N2

Version b
# C6H8N4

The molecule C6H8N4 (ωB97M-V/def2-TZVPD, the OMol25 dataset).

The geometry in XYZ format:
```
18
Properties=species:S:1:pos:R:3
N 3.34 -0.57 -0.34
N 1.08 -0.89 -0.15
N 2.14 1.03 0.92
N -1.17 -1.37 0.22
C -0.30 -0.46 -0.11
C -0.63 0.80 -0.37
C 2.15 0.04 0.21
C -1.96 1.18 -0.36
C -2.43 -1.12 0.34
C -2.94 0.18 0.07
H 1.34 -1.68 0.35
H -4.05 0.38 0.03
H -3.04 -1.68 0.75
H 1.22 1.32 1.19
H 0.05 1.51 -0.54
H 3.16 -0.90 -1.42
H -2.26 2.16 -0.51
H 4.29 0.08 -0.26
```

## Properties
Gap between HOMO and LUMO in eV: 9.763
SMILES: [H]/N=C(/N)Nc1ccccn1

Version c
# C6H8N4

The molecule C6H8N4 (ωB97M-V/def2-TZVPD, the OMol25 dataset).

The geometry in XYZ format:
```
18
Properties=species:S:1:pos:R:3
N -1.23 -2.28 0.32
N -0.68 0.65 -1.20
N -3.72 1.41 0.29
N 0.05 0.24 1.76
C 0.61 0.06 -1.38
C -1.43 -1.21 -0.05
C 1.16 -0.38 1.10
C -2.79 0.77 -0.01
C 1.54 0.25 -0.16
C -1.63 0.13 -0.42
H 2.54 -0.22 -0.37
H -0.82 1.69 -1.32
H 1.14 -1.46 1.01
H 0.45 -1.02 -1.81
H 1.08 0.61 -2.24
H 2.11 -0.46 1.80
H 1.85 1.31 0.03
H -0.22 -0.07 2.64
```

## Properties
Gap between HOMO and LUMO (alpha / beta) in eV: 9.042 / 7.135

version b is the most stable structure; the next one sits 61.2 kcal/mol above it.

Version a
# CH3I2N

A structure of composition CH3I2N (ωB97M-V/def2-TZVPD, the OMol25 dataset).

The geometry in XYZ format:
```
7
Properties=species:S:1:pos:R:3
I 0.73 -2.17 -0.02
I 2.43 1.04 -0.06
N 0.68 1.85 0.25
C -0.90 -0.87 0.16
H 0.04 2.03 -0.55
H -1.41 -0.92 -0.73
H -1.58 -0.97 0.94
```

## Properties
Gap between HOMO and LUMO (alpha / beta) in eV: 7.876 / 8.092

Version b
# CH3I2N

A structure of composition CH3I2N (ωB97M-V/def2-TZVPD, the OMol25 dataset).

The geometry in XYZ format:
```
7
Properties=species:S:1:pos:R:3
I -2.13 -1.38 0.30
I -0.88 1.56 1.78
N -0.87 0.29 0.17
C 0.73 -0.12 -0.53
H 1.27 -0.74 0.12
H 0.72 -0.54 -1.49
H 1.15 0.94 -0.34
```

## Properties
Gap between HOMO and LUMO in eV: 7.324

version b is the most stable structure; the next one sits 43.0 kcal/mol above it.

Version a
# C10H16

A cluster of 2 separate species, C10H16 in total (ωB97M-V/def2-TZVPD, the OMol25 dataset).

The geometry in XYZ format:
```
26
Properties=species:S:1:pos:R:3
C -1.97 -1.66 0.77
C -1.13 0.54 1.42
C -1.87 0.95 0.19
C -2.19 -1.33 -0.49
C -0.35 1.49 2.17
C -1.18 -0.78 1.71
C 1.29 0.46 -0.24
C 2.43 0.26 -1.30
C 1.96 -0.94 -2.05
C -2.21 0.06 -0.80
H 3.33 0.02 -0.63
H -0.83 1.97 3.04
H 1.33 -0.75 -2.89
H -2.03 -2.65 1.04
H -2.30 0.41 -1.83
H -0.40 -1.06 2.27
H -2.56 -1.92 -1.31
H 0.67 1.15 2.54
H 1.40 -1.72 -1.43
H 1.00 -0.35 0.41
H -2.10 2.03 0.21
H 2.97 0.98 -2.04
H 0.44 0.78 -0.74
H 1.53 1.11 0.59
H 2.72 -1.58 -2.49
H 0.05 2.52 1.88
```

## Properties
Gap between HOMO and LUMO in eV: 9.799
SMILES: Cc1ccccc1.CCC

Version b
# C10H16

A cluster of 2 separate species, C10H16 in total (ωB97M-V/def2-TZVPD, the OMol25 dataset).

The geometry in XYZ format:
```
26
Properties=species:S:1:pos:R:3
C -2.34 -1.91 -0.63
C -1.48 1.87 -2.35
C -2.23 1.88 -1.18
C -1.41 -0.48 -2.44
C -2.60 0.62 -0.64
C -1.27 0.71 -3.03
C 3.10 -0.74 2.10
C 3.31 0.71 2.73
C 1.70 -0.54 1.48
C -1.95 -0.56 -1.17
H 3.86 -0.90 1.29
H 1.51 -1.36 0.74
H 1.66 0.41 0.83
H 2.44 1.34 3.10
H -1.22 2.83 -2.78
H -1.15 -1.41 -2.98
H 3.18 -1.42 2.93
H -1.07 0.87 -4.19
H -1.56 -2.48 -0.88
H -2.47 2.71 -0.66
H -3.15 0.60 0.30
H 3.84 0.58 3.68
H 0.86 -0.41 2.18
H -3.11 -2.45 -0.93
H -2.39 -1.78 0.54
H 3.93 1.29 1.97
```

## Properties
Gap between HOMO and LUMO in eV: 9.856
SMILES: Cc1ccccc1.CCC

Version c
# C10H16

A cluster of 2 separate species, C10H16 in total (ωB97M-V/def2-TZVPD, the OMol25 dataset).

The geometry in XYZ format:
```
26
Properties=species:S:1:pos:R:3
C 2.08 -3.03 -1.72
C -1.13 3.52 -0.07
C -1.83 0.68 0.18
C -0.29 2.61 0.76
C 0.01 0.24 1.62
C -0.31 -1.10 1.62
C -0.75 1.17 0.89
C -1.40 -1.55 0.86
C -2.19 -0.67 0.15
C 2.28 -1.61 -1.27
H -2.44 1.38 -0.38
H 2.48 -3.75 -1.00
H -3.04 -1.00 -0.41
H -2.17 3.51 0.29
H 1.70 -1.23 -0.43
H 0.87 0.60 2.18
H -1.26 3.22 -1.11
H -0.19 3.01 1.77
H 0.76 2.52 0.45
H 3.30 -1.40 -0.92
H 1.06 -3.33 -1.98
H -0.82 4.56 -0.10
H 2.08 -0.87 -2.04
H 2.59 -3.16 -2.68
H 0.18 -1.74 2.34
H -1.59 -2.59 0.98
```

## Properties
Gap between HOMO and LUMO in eV: 10.014
SMILES: CCc1ccccc1.CC

Version d
# C10H16

A cluster of 2 separate species, C10H16 in total (ωB97M-V/def2-TZVPD, the OMol25 dataset).

The geometry in XYZ format:
```
26
Properties=species:S:1:pos:R:3
C 1.37 2.36 -3.16
C 0.23 1.65 -3.47
C 2.11 1.98 -2.07
C -1.39 -1.26 -0.35
C 0.54 0.21 -1.50
C 1.72 0.94 -1.29
C -0.49 -1.77 3.60
C 0.02 -0.61 -0.31
C -0.16 0.57 -2.66
C -0.93 -0.31 3.51
H -1.44 -2.29 -0.80
H -1.11 -2.46 4.29
H 0.80 -1.47 0.02
H -1.87 -0.69 -1.05
H 3.05 2.40 -2.04
H -1.82 -1.42 0.75
H 1.50 3.27 -3.73
H -0.57 -2.13 2.53
H 0.61 -1.90 3.98
H -0.48 1.98 -4.22
H -0.90 -0.14 -3.07
H 2.34 0.72 -0.38
H -1.39 -0.02 2.63
H 0.09 0.12 0.67
H -1.64 -0.31 4.38
H -0.17 0.58 3.76
```

## Properties
Gap between HOMO and LUMO in eV: 9.962
SMILES: CCc1ccccc1.CC

version c is the most stable structure; the next one sits 47.7 kcal/mol above it.

Version a
# C10H16

A cluster of 2 separate species, C10H16 in total (ωB97M-V/def2-TZVPD, the OMol25 dataset).

The geometry in XYZ format:
```
26
Properties=species:S:1:pos:R:3
C -2.99 1.16 -0.74
C -0.96 -0.30 -0.69
C -1.00 -1.54 -0.05
C 0.28 -2.50 -1.85
C -1.64 0.89 -0.04
C 0.32 -1.27 -2.48
C 3.12 0.86 2.49
C 1.82 1.48 1.99
C -0.33 -0.18 -1.92
C -0.33 -2.63 -0.61
H 2.95 0.17 3.30
H -3.48 0.23 -1.02
H -1.79 0.70 1.00
H 3.69 0.35 1.70
H -1.59 -1.68 0.84
H 0.81 -3.34 -2.29
H 0.87 -1.16 -3.40
H 1.55 2.42 2.47
H 1.84 1.63 0.91
H -0.18 0.79 -2.39
H -3.64 1.70 -0.05
H -2.82 1.73 -1.65
H 1.00 0.77 2.10
H -0.41 -3.61 -0.17
H -0.96 1.72 -0.17
H 3.88 1.61 2.71
```

## Properties
Gap between HOMO and LUMO in eV: 9.975
SMILES: CCc1ccccc1.CC

Version b
# C10H16

A cluster of 2 separate species, C10H16 in total (ωB97M-V/def2-TZVPD, the OMol25 dataset).

The geometry in XYZ format:
```
26
Properties=species:S:1:pos:R:3
C -0.30 -2.28 0.37
C 1.75 -1.12 0.83
C -0.01 1.97 -2.22
C 1.38 2.42 -2.27
C -2.35 -1.59 1.31
C -0.24 -0.20 1.67
C 1.09 -2.28 0.37
C 1.08 0.00 1.38
C -1.02 2.85 -1.34
C -0.96 -1.26 1.04
H -0.82 2.61 -0.45
H 1.61 -3.14 0.19
H 2.81 -1.00 0.52
H -0.52 2.00 -3.21
H -0.87 -3.15 -0.07
H 1.51 3.44 -2.23
H -0.84 0.49 2.39
H 1.70 2.18 -3.25
H -2.13 2.87 -1.76
H -2.75 -1.97 0.33
H -0.69 3.89 -1.36
H -3.03 -0.80 1.71
H -2.26 -2.36 2.22
H 2.12 1.93 -1.58
H 1.64 0.90 1.70
H -0.08 0.93 -1.97
```

## Properties
Gap between HOMO and LUMO in eV: 9.655
SMILES: Cc1ccccc1.CCC

version a is the most stable structure; the next one sits 50.5 kcal/mol above it.

Version a
# C10H16

A cluster of 2 separate species, C10H16 in total (ωB97M-V/def2-TZVPD, the OMol25 dataset).

The geometry in XYZ format:
```
26
Properties=species:S:1:pos:R:3
C -2.63 -1.60 0.20
C 1.29 0.68 -0.88
C 1.51 0.99 0.43
C 2.69 -1.12 0.72
C -2.19 -0.62 -0.87
C 2.32 -1.48 -0.59
C 1.71 -0.57 -1.40
C 2.30 0.12 1.19
C -2.22 0.83 -0.35
C 0.94 2.22 1.09
H -3.20 1.10 0.02
H 0.59 1.13 -1.58
H -2.98 -0.70 -1.62
H -2.17 -1.41 1.19
H -2.38 -2.65 0.02
H 1.78 2.87 1.41
H 1.44 -0.88 -2.39
H 3.43 -1.73 1.21
H 2.64 0.45 2.17
H 0.42 2.84 0.35
H 0.38 2.01 1.99
H -1.56 0.87 0.51
H -1.22 -0.84 -1.30
H -1.70 1.48 -1.04
H -3.68 -1.49 0.46
H 2.48 -2.50 -0.94
```

## Properties
Gap between HOMO and LUMO in eV: 10.076
SMILES: Cc1ccccc1.CCC

Version b
# C10H16

A cluster of 2 separate species, C10H16 in total (ωB97M-V/def2-TZVPD, the OMol25 dataset).

The geometry in XYZ format:
```
26
Properties=species:S:1:pos:R:3
C -2.98 -1.68 -0.38
C -3.42 -2.59 0.57
C -1.31 -2.42 1.70
C 2.21 2.26 -0.34
C 0.54 -0.91 0.83
C 0.79 2.17 -0.91
C -0.83 -1.53 0.74
C 3.16 2.76 -1.42
C -2.58 -2.98 1.60
C -1.68 -1.21 -0.32
H -4.44 -2.95 0.58
H 4.13 2.26 -1.38
H 2.23 2.90 0.54
H -1.31 -0.46 -1.02
H -3.64 -1.34 -1.15
H -0.65 -2.70 2.52
H 1.27 -1.56 1.32
H 0.07 2.01 -0.11
H 0.75 1.41 -1.68
H -2.86 -3.70 2.36
H 2.75 2.65 -2.43
H 0.45 0.09 1.23
H 0.90 -0.70 -0.18
H 3.35 3.83 -1.31
H 2.55 1.28 0.02
H 0.54 3.11 -1.39
```

## Properties
Gap between HOMO and LUMO in eV: 10.002
SMILES: Cc1ccccc1.CCC

version b is the most stable structure; the next one sits 9.0 kcal/mol above it.